Entry 1:
A molecular structure, C41H50N3O6RuS2, computed with ωB97M-V/def2-TZVPD.

Each line ends with the Mulliken spin population.
Atoms and positions in Å:
C (5.05880, -3.50040, 2.80880)  0.00
H (1.58820, 4.04930, -1.92280)  0.00
C (4.52420, -2.45710, 2.08030)  0.01
H (1.51190, 3.58380, 2.00760)  0.00
C (1.74230, -4.92830, -2.29240)  0.00
H (-5.20780, 1.12490, 0.92450)  0.00
C (0.73710, 3.46820, -1.58470)  0.00
Ru (0.08710, -0.57180, 0.66400)  2.62
O (0.57020, -1.34480, -1.76380)  0.06
C (-2.91270, -3.28030, 0.79770)  0.00
C (5.59950, -0.95510, -3.39240)  0.00
C (2.67290, -6.41040, -0.61790)  0.00
C (5.05910, -0.38840, -1.11520)  0.00
H (-2.09090, -3.85420, 3.68990)  0.00
H (3.55720, -2.06460, 2.35680)  0.00
C (1.13120, -3.34910, 0.99780)  0.02
C (5.46170, 1.34480, -2.73690)  0.00
C (5.29000, -1.34560, -2.10270)  0.00
C (-0.92070, 1.54040, 4.43950)  0.01
H (-4.44980, 1.75310, -2.11170)  0.00
H (0.55740, -1.43950, 3.51620)  -0.01
H (-0.41890, 1.58650, 5.40090)  0.00
C (1.32620, -4.10520, -1.27820)  0.00
H (4.99650, 1.71800, -0.68970)  0.00
H (-3.24840, -4.26130, 1.12760)  0.00
C (4.52250, -0.80810, 0.23300)  0.00
H (-0.36050, 2.15820, 3.74420)  0.00
H (0.94360, 0.22240, 2.98710)  -0.04
O (2.35410, 1.38190, 1.87720)  0.01
H (5.85840, 0.68910, -4.73680)  0.00
C (-4.69390, 2.04120, 0.64440)  0.05
H (-1.85480, 2.80170, -1.16420)  0.00
H (-2.98580, 0.76790, -2.08940)  0.00
C (5.15970, 0.96160, -1.44330)  0.00
H (-5.38040, 2.65860, 0.07070)  0.00
S (1.28610, 2.52030, -0.10350)  0.01
H (2.76120, -6.76110, -2.72700)  0.00
H (6.99170, -2.04940, -0.19550)  0.00
H (-4.22660, -3.08120, 3.11800)  0.00
C (-3.73480, -2.15950, 2.81610)  0.02
C (5.66190, 0.39000, -3.71950)  0.00
H (-1.59400, -1.79070, 4.92900)  0.00
H (-4.42860, 2.57750, 1.55160)  0.00
C (6.44170, -2.45530, 0.63800)  0.00
C (-2.13090, 1.13820, 1.94090)  0.07
H (1.55680, -4.67170, -3.32220)  0.00
C (-1.64630, 0.00540, 2.60420)  0.34
H (5.19400, -2.39460, -1.86950)  0.00
H (0.46970, 2.75120, -2.35200)  0.00
S (0.24470, -2.66800, -1.27460)  -0.01
C (-2.57230, 0.82110, 0.63060)  0.07
H (-2.19820, 2.12440, 2.35830)  -0.01
H (1.18430, 4.79610, 0.74240)  0.00
H (7.95070, -3.88830, 1.12040)  0.00
H (-0.13700, 3.76560, 1.36260)  0.00
H (-3.53660, -1.56250, 3.69570)  -0.01
H (1.04740, -0.22290, 4.68390)  0.01
H (-0.66180, -2.91640, 3.25430)  0.00
C (2.89720, 0.48300, 1.24730)  -0.01
H (-3.75430, -2.79700, 0.30670)  0.00
H (5.51940, 2.39340, -2.98450)  0.00
O (-1.04250, -3.13570, -1.69810)  0.02
C (-3.86030, 1.06150, -1.51230)  0.02
C (-2.23180, -0.53040, 0.41450)  -0.04
O (1.49120, -3.22380, 2.15430)  0.04
C (-0.97520, 0.08120, 3.96490)  -0.07
C (0.92170, 3.81900, 1.12800)  0.01
H (-2.12650, -3.41810, 0.06160)  0.00
H (-4.42460, -1.61010, 2.18030)  0.00
H (-1.91640, 1.95260, 4.56890)  0.00
H (-1.17580, -4.23680, 2.23850)  0.00
H (2.50400, -5.75200, 1.43500)  0.00
N (4.22260, 0.30480, 1.10210)  0.00
H (-4.47190, 0.18270, -1.32640)  0.00
C (2.27920, -5.54940, 0.39890)  0.00
C (-1.65360, -0.72040, 5.08470)  0.02
H (-1.15510, -0.48980, 6.02380)  0.00
O (2.83160, -2.21250, -0.82270)  0.02
H (-3.35860, 3.72270, -1.03030)  0.00
H (-2.33580, 3.50600, 0.38650)  -0.01
C (-2.69810, 3.02580, -0.51850)  0.04
C (6.29200, -4.02410, 2.45880)  0.00
H (-2.54140, -1.10320, -0.44580)  0.01
C (6.98050, -3.49420, 1.37930)  0.00
N (2.20730, -0.46010, 0.52160)  0.05
H (6.71100, -4.83360, 3.03680)  0.00
N (0.27950, -2.49340, 0.39450)  0.10
C (2.42210, -6.09520, -1.94440)  0.00
H (4.50910, -3.89940, 3.64840)  0.00
C (1.58220, -4.40290, 0.05500)  -0.02
C (5.20190, -1.93240, 0.98050)  0.00
C (-1.83380, -1.13180, 1.67640)  0.14
H (-0.09790, 4.12700, -1.37620)  0.00
C (3.06970, -1.27250, -0.09790)  -0.01
C (-2.44480, -2.49120, 2.03140)  -0.01
C (0.47710, -0.38530, 3.77290)  0.23
H (3.19990, -7.32270, -0.37480)  0.00
O (0.15310, 1.54140, 0.11700)  0.12
H (4.90340, 0.78400, 1.66600)  0.00
H (-2.69400, -0.42010, 5.18540)  0.00
C (-1.53670, -3.41990, 2.86070)  0.02
H (5.76120, -1.70340, -4.15290)  0.00
C (-3.44250, 1.72260, -0.19820)  0.12

Multiplicity: 5
Lowest unoccupied orbital energy (spin up / spin down): -3.6 / -5.3 eV
Highest occupied orbital energy (spin up / spin down): -10.83 / -11.04 eV
Expectation value of S²: 6.03
F_max: 2.2 eV Å⁻¹
DFT total energy: -3099.02266 Ha
Energy relative to the best compared isomer or geometry (same formula, charge and spin): 18.2 kcal per mole
Charge: +1
Molar mass: 846.1 g/mol

***

Entry 2:
A molecular structure, C41H51BGeN3OP2Re, computed with ωB97M-V/def2-TZVPD.

Each line ends with the Löwdin charge.
Atoms and positions in Å:
C (-2.96921, 3.03055, 2.05604)  0.05
H (2.76613, 4.95300, -0.82446)  0.13
H (3.55571, 0.07370, -1.66414)  0.09
H (-5.20522, 1.65486, 1.75854)  0.09
H (-1.65811, -4.60960, -2.04771)  0.13
C (-2.23796, -0.33578, -5.04672)  -0.03
C (4.02690, -0.50483, -0.86082)  -0.08
C (-0.23752, 2.59950, -1.06915)  -0.29
C (5.83223, -1.37533, 0.41958)  -0.06
H (-1.23143, 2.62779, -6.37834)  0.13
C (-3.15400, 1.80006, -1.27962)  -0.04
C (-0.22598, 3.72411, -0.14681)  0.05
C (-4.50971, 1.52719, -1.34256)  -0.06
H (6.10752, 0.01920, -1.04820)  0.10
N (1.27234, -0.69171, -2.05026)  -0.41
C (2.66916, -0.65740, 4.06128)  -0.21
C (1.45661, 2.24739, 4.55625)  -0.21
H (6.87013, -1.44037, 0.61278)  0.11
C (1.84121, -1.37177, -3.17179)  -0.09
H (2.64044, 1.02215, 0.91062)  0.00
H (-3.33748, -1.46816, 2.62312)  0.07
C (1.95019, -4.05960, -0.68671)  -0.04
C (4.94406, -2.12990, 1.19449)  -0.04
H (-1.93840, -0.52254, 3.25327)  0.07
H (1.42596, -0.99700, -4.15028)  0.11
H (1.47599, -2.40250, -3.17625)  0.09
H (-1.16200, 3.93374, 0.43057)  0.13
H (-1.84530, -3.56947, 3.62902)  0.03
H (2.98642, 2.89545, -2.19791)  0.14
H (0.59104, 1.78173, 5.02397)  0.03
H (-1.08977, -4.88932, 2.25068)  0.05
C (-0.24128, -3.25132, -1.15850)  -0.14
C (-0.40143, 1.66029, -4.61237)  -0.07
H (-5.19855, 2.28787, -1.58132)  0.10
H (1.11119, 1.98580, 1.59696)  0.01
C (0.80085, 4.58216, -0.20236)  -0.02
H (1.20272, 3.11351, 3.99505)  0.00
H (-5.40411, -0.05068, 2.28656)  0.10
C (-4.94747, 0.90406, 2.51705)  0.02
O (-1.34498, 1.24953, 2.02019)  -0.15
H (-3.20009, 3.16560, 0.99097)  0.08
C (-3.01170, -0.59972, 3.15267)  -0.01
C (-0.61979, -4.46176, -1.69243)  -0.07
C (1.66045, 1.01529, 1.44155)  -0.41
H (4.62627, 2.47262, 3.75599)  0.04
C (-2.23435, 0.80795, -0.91348)  -0.28
C (-1.27069, 1.73705, -5.72034)  -0.05
H (2.93396, -1.40518, -3.16867)  0.09
H (3.61913, -1.07725, 3.71132)  0.02
C (-0.80781, 1.09140, -0.88303)  -0.38
H (-4.45265, -1.71535, -0.44761)  0.13
C (0.27436, -5.51115, -1.72251)  -0.06
H (4.02036, 2.71036, 2.15423)  0.00
H (-2.13079, 3.59190, 2.26844)  0.05
H (-2.93040, -1.09919, -5.26617)  0.10
H (2.30335, -6.08271, -1.37357)  0.12
H (1.89281, -1.37172, 3.87295)  0.01
H (5.32482, -2.71561, 1.99516)  0.11
C (-5.02047, 0.24195, -1.15751)  -0.06
P (1.41844, -1.24609, -0.44050)  0.81
H (-2.82356, -3.79088, 2.00012)  0.05
H (-2.82062, 2.78679, -1.57143)  0.11
C (1.55034, -5.28804, -1.26353)  -0.04
C (-2.56271, 1.55905, 2.20424)  -0.44
C (-0.98144, -2.62187, 1.98642)  -0.20
C (1.94116, 4.29187, -0.92987)  0.06
C (5.38629, -0.59206, -0.59011)  -0.06
C (-2.77387, -0.41953, -0.54715)  -0.07
C (3.13206, -1.28655, -0.14564)  -0.37
P (0.39133, 0.62812, -2.17929)  0.96
H (-1.37870, -1.35688, -3.35368)  0.10
B (-1.68047, -3.83691, 2.50166)  -0.39
H (-2.13441, -1.19762, -0.10652)  0.08
H (-5.28117, 1.25859, 3.49770)  0.10
C (1.04294, -2.99769, -0.68822)  -0.33
H (2.10014, 2.56097, 5.40909)  0.05
H (-3.05995, 0.86129, -6.66405)  0.14
H (2.96454, -3.94403, -0.39259)  0.09
H (4.87149, 1.27981, 2.41057)  0.01
H (-3.49055, -0.69900, 4.12096)  0.11
H (2.74710, -0.57950, 5.14284)  0.03
H (-0.96293, -2.41887, -1.29379)  0.08
C (2.04157, 3.13842, -1.69631)  -0.01
H (2.85541, -2.71799, 1.43945)  0.12
C (-1.35095, -0.46149, -3.96587)  -0.04
C (-2.26905, 0.80783, -5.87185)  -0.05
H (-6.14032, 0.02428, -1.25168)  0.15
H (0.75804, 5.52640, 0.30672)  0.13
H (-0.88457, 3.12967, -1.82447)  0.20
H (-3.81810, 3.21320, 2.68117)  0.09
C (-4.12196, -0.70162, -0.71457)  -0.07
N (-0.43965, -1.62202, 1.73990)  -0.04
Re (0.05136, 0.02973, 0.78608)  1.12
C (1.02516, 2.26396, -1.73035)  -0.16
N (-3.45996, 0.68043, 2.59974)  -0.09
H (0.24282, 2.48881, -4.38142)  0.10
C (4.18259, 1.95387, 2.89023)  -0.19
H (-0.05107, -6.45667, -2.14526)  0.12
Ge (2.46076, 1.12961, 3.37661)  0.81
C (3.59232, -2.12365, 0.90453)  -0.09
C (-0.43352, 0.60543, -3.74759)  -0.31

Multiplicity: 1
Lowest unoccupied orbital energy: -8.1 eV
Highest occupied orbital energy: -12.59 eV
F_max: 3.2 eV Å⁻¹
DFT total energy: -4694.51919 Ha
Charge: +2
Molar mass: 933.5 g/mol